# 1
{"formula": "C32H29F3N6O5PPbS", "method": "ωB97M-V/def2-TZVPD", "symbols": ["Pb", "F", "C", "F", "F", "C", "C", "C", "C", "N", "C", "S", "H", "H", "H", "O", "N", "C", "C", "C", "C", "C", "C", "C", "P", "C", "C", "C", "C", "C", "C", "C", "C", "C", "C", "C", "C", "H", "H", "H", "H", "H", "H", "H", "H", "H", "H", "H", "H", "H", "H", "H", "H", "O", "O", "N", "C", "N", "O", "H", "H", "H", "H", "O", "C", "N", "C", "C", "C", "N", "C", "C", "H", "H", "H", "H", "H", "H"], "xyz": [[-0.57838, 0.56299, -0.72482], [-1.86088, 5.48653, -1.97918], [-2.67684, 5.62809, -0.92257], [-3.93209, 5.70006, -1.39300], [-2.38808, 6.78241, -0.32747], [-2.57433, 4.47612, 0.05611], [-3.26878, 4.59589, 1.25043], [-3.27648, 3.54841, 2.16006], [-2.58387, 2.40419, 1.82521], [-1.93059, 2.27491, 0.66840], [-1.89050, 3.28357, -0.21766], [-0.98327, 2.98021, -1.66548], [-3.80244, 5.51366, 1.46446], [-3.81350, 3.61995, 3.09405], [-2.53875, 1.55307, 2.49509], [-3.83606, -0.25898, 1.37426], [-2.53044, -0.64821, 1.69264], [-2.53245, -1.81332, 2.18937], [-1.34244, -2.53578, 2.63912], [-1.58210, -3.53166, 3.58890], [-0.55414, -4.27480, 4.14002], [0.75005, -4.05469, 3.73538], [1.02176, -3.09098, 2.77934], [-0.00621, -2.32550, 2.22725], [0.67184, -1.17071, 0.99553], [1.79370, -2.11324, -0.04366], [3.17935, -1.97383, 0.03739], [3.98503, -2.80678, -0.72284], [3.41800, -3.76362, -1.55417], [2.03575, -3.89902, -1.63394], [1.21934, -3.06494, -0.89149], [1.52731, 0.09011, 1.90166], [2.32080, 1.13320, 1.12545], [3.45547, 1.66073, 1.96309], [3.03865, 2.12176, 3.13159], [1.54223, 1.99734, 3.27989], [1.11940, 0.55822, 3.08653], [-3.83973, 0.70490, 1.47513], [-3.48862, -2.30122, 2.37828], [-2.59825, -3.70896, 3.91861], [-0.77233, -5.03030, 4.88221], [1.55803, -4.64237, 4.14925], [2.04152, -2.95732, 2.43997], [3.62403, -1.25491, 0.71507], [5.06101, -2.71646, -0.65587], [4.05641, -4.41089, -2.14037], [1.59994, -4.65532, -2.27287], [0.13864, -3.14732, -0.95366], [2.61427, 0.81995, 0.12608], [4.46791, 1.69218, 1.58779], [3.64891, 2.58368, 3.89339], [1.13241, 2.47699, 4.16360], [0.47057, 0.04741, 3.78679], [1.35425, 2.19700, 0.90625], [0.89993, 2.70513, 2.17311], [-5.14391, -0.23401, -3.54805], [-4.33080, -1.00537, -2.86650], [-4.58532, -2.25599, -2.57999], [-3.21322, -0.37563, -2.45987], [-6.01913, -0.56474, -3.92575], [-4.88807, 0.72382, -3.73714], [-5.44855, -2.69875, -2.85925], [-3.88629, -2.80289, -2.09776], [-2.07292, -2.12457, -1.54283], [-2.16518, -0.95430, -1.74457], [4.67158, 0.84841, -4.58908], [3.59316, 0.76042, -3.81136], [3.21986, 1.80490, -2.93268], [2.11282, 1.66738, -2.14573], [1.33464, 0.56282, -2.14900], [1.68298, -0.44197, -2.97952], [2.76836, -0.38894, -3.80582], [5.23977, 1.67824, -4.60005], [4.90822, 0.11413, -5.23423], [3.80148, 2.71584, -2.88793], [1.81705, 2.46640, -1.47472], [1.04840, -1.31865, -2.96929], [2.99013, -1.22410, -4.45655]], "mulliken_charge": [1.839, -0.270, 0.640, -0.235, -0.229, -0.085, -0.467, -1.523, -1.100, 0.214, 0.982, -0.331, 0.514, 0.512, 1.233, -0.610, 0.328, -0.713, 1.059, -1.109, -0.789, -0.876, -0.882, 0.973, 1.052, 0.870, -0.047, -0.904, -0.619, -0.648, -1.019, -0.001, -0.898, -0.953, -0.986, 0.052, -0.921, 0.647, 0.451, 0.471, 0.449, 0.484, 0.430, 0.477, 0.522, 0.471, 0.488, 0.447, 0.941, 0.556, 0.502, 0.711, 0.600, 0.021, -0.287, -0.334, 0.676, -0.233, -0.362, 0.224, 0.232, 0.225, 0.201, -0.585, 0.364, -0.433, 1.079, -1.288, -0.566, 0.345, -0.672, -0.913, 0.218, 0.216, 0.435, 0.732, 0.593, 0.409], "total_charge": 3, "orbital_gap_ev": 6.080, "homo_ev": -16.28, "fmax_ev_per_a": 1.21, "lumo_ev": -10.1961}

---

# 2
{"formula": "C32H29GeN2ORe", "method": "ωB97M-V/def2-TZVPD", "symbols": ["Re", "C", "N", "C", "C", "C", "C", "C", "N", "C", "C", "C", "C", "C", "C", "H", "H", "H", "H", "H", "H", "H", "H", "H", "H", "H", "C", "Ge", "C", "C", "C", "C", "C", "C", "C", "C", "C", "C", "C", "C", "C", "C", "C", "C", "C", "C", "H", "H", "H", "H", "H", "H", "H", "H", "H", "H", "H", "H", "H", "H", "H", "C", "O", "H", "H", "H"], "xyz": [[3.19686, 0.96917, -0.54245], [0.80991, -1.18354, -1.95734], [0.89738, -1.15351, -0.48738], [-0.40372, -1.32803, 0.19838], [2.15498, -0.24996, 1.43093], [1.80585, -0.54118, 2.73455], [2.73656, 0.15027, 3.53957], [3.60230, 0.84947, 2.71594], [3.25881, 0.61821, 1.42947], [1.67843, -2.22562, -2.62812], [1.05217, -3.27733, -3.29322], [1.78481, -4.25818, -3.94781], [3.16976, -4.20474, -3.94521], [3.80776, -3.16494, -3.28208], [3.07139, -2.18553, -2.63324], [1.01930, -0.18099, -2.35552], [-0.22810, -1.42097, -2.17504], [-0.33620, -2.06941, 1.00032], [0.99681, -1.17261, 3.05852], [2.76087, 0.15662, 4.61876], [4.42082, 1.50041, 2.97820], [-0.03022, -3.32484, -3.29173], [1.27083, -5.06316, -4.45859], [3.74774, -4.96926, -4.44959], [4.88971, -3.11280, -3.27126], [3.58184, -1.38425, -2.10987], [1.87540, -0.42590, 0.02759], [-1.38537, 0.16902, 0.80147], [-2.01197, 1.25071, -0.73171], [-1.04792, 1.81182, -1.57419], [-1.40267, 2.56971, -2.68088], [-2.74121, 2.79311, -2.97108], [-3.71457, 2.26002, -2.13996], [-3.34976, 1.50035, -1.03428], [-0.84147, 1.62704, 2.05372], [-1.53865, 1.94192, 3.21989], [-1.10733, 2.94945, 4.07602], [0.03503, 3.67573, 3.77819], [0.72847, 3.39945, 2.60809], [0.29060, 2.39297, 1.76180], [-2.86250, -0.78201, 1.70837], [-2.69141, -1.18602, 3.03429], [-3.60462, -2.01894, 3.66783], [-4.71758, -2.47804, 2.98034], [-4.89651, -2.11143, 1.65475], [-3.97355, -1.28287, 1.02978], [0.00918, 1.65359, -1.36970], [-0.63044, 2.98719, -3.31689], [-3.02312, 3.38238, -3.83565], [-4.76319, 2.43958, -2.34815], [-4.13047, 1.11176, -0.39270], [-2.44722, 1.40705, 3.46788], [-1.66836, 3.16469, 4.97859], [0.38022, 4.45262, 4.45022], [1.61906, 3.96199, 2.35377], [0.85829, 2.19904, 0.85575], [-1.82045, -0.85057, 3.58627], [-3.44168, -2.31521, 4.69753], [-5.43234, -3.12921, 3.46943], [-5.74855, -2.48570, 1.09912], [-4.11286, -1.04855, -0.01789], [3.72783, 1.43916, -3.62200], [3.50025, 1.58357, -2.24749], [4.77377, 1.66724, -3.84234], [3.08762, 2.13306, -4.17338], [3.50339, 0.41691, -3.93862]], "mulliken_spin": [1.069, 0.057, -0.033, -0.005, -0.142, -0.008, -0.001, -0.011, -0.038, -0.002, -0.002, 0.000, 0.000, 0.000, 0.017, -0.021, 0.002, 0.000, -0.001, 0.000, 0.001, 0.000, 0.000, 0.000, 0.000, -0.010, 0.102, -0.001, -0.002, -0.003, 0.000, 0.000, 0.000, 0.000, -0.006, -0.001, 0.000, -0.001, 0.002, 0.023, 0.000, 0.000, 0.000, 0.000, 0.000, 0.000, 0.011, 0.000, 0.000, 0.000, 0.000, 0.000, 0.000, 0.000, -0.001, -0.015, 0.000, 0.000, 0.000, 0.000, 0.000, 0.011, 0.010, 0.000, -0.002, 0.000], "multiplicity": 2, "total_charge": -1, "orbital_gap_ev": [6.028, 6.032], "homo_ev": [-3.30, -3.30], "fmax_ev_per_a": 0.81, "lumo_ev": [2.7276, 2.7314]}

---

# 3
{"formula": "C32H29IN6O3SV", "method": "ωB97M-V/def2-TZVPD", "symbols": ["V", "N", "C", "C", "C", "C", "C", "C", "N", "C", "C", "C", "S", "C", "N", "H", "H", "H", "H", "H", "H", "H", "C", "O", "C", "C", "C", "C", "C", "C", "N", "C", "N", "C", "C", "C", "C", "C", "C", "O", "C", "N", "C", "C", "C", "C", "C", "C", "O", "C", "H", "H", "H", "H", "H", "H", "H", "H", "H", "H", "H", "H", "H", "H", "H", "H", "H", "H", "H", "H", "H", "H", "I"], "xyz": [[-1.30426, -0.73580, 1.13991], [-5.21691, -2.27427, 0.41559], [-4.83904, -2.59628, -0.84393], [-5.56633, -2.93687, -1.95824], [-4.88327, -3.10938, -3.17527], [-3.50611, -2.99774, -3.24438], [-2.77763, -2.68993, -2.09726], [-3.42205, -2.50145, -0.85826], [-2.98683, -2.07793, 0.37532], [-4.06603, -1.96916, 1.08685], [-4.02858, -1.48202, 2.47133], [-5.03436, -1.14770, 3.30137], [-4.33954, -0.47220, 4.72979], [-2.78510, -0.75531, 4.12412], [-2.76520, -1.28875, 2.96349], [-6.12723, -2.09214, 0.73497], [-6.63286, -3.03169, -1.86250], [-5.44094, -3.20570, -4.10789], [-2.95362, -3.05394, -4.16590], [-1.72855, -2.63388, -2.17777], [-6.10912, -1.20038, 3.09655], [-1.89738, -0.46774, 4.66689], [4.00870, 0.17954, -2.70882], [3.11739, 1.29668, -2.72912], [3.38755, 2.38487, -1.94823], [4.55642, 3.14983, -2.10804], [4.75052, 4.28689, -1.36875], [3.80376, 4.65744, -0.40534], [2.67073, 3.89137, -0.25316], [2.38383, 2.77474, -1.06723], [1.12014, 2.07153, -1.10100], [0.70971, 1.19061, -0.12953], [1.08258, 1.60542, 1.10885], [1.07985, 0.85844, 2.28841], [0.34600, -0.32458, 2.41383], [0.58801, -1.03579, 3.59733], [1.46458, -0.67318, 4.57654], [2.15652, 0.55932, 4.46978], [1.89323, 1.34074, 3.30358], [2.48482, 2.56769, 3.16860], [3.48876, 2.92546, 4.11550], [0.01874, 0.13314, -0.39258], [-0.24024, -0.23954, -1.70682], [-1.32604, 0.32585, -2.32479], [-1.69021, -0.06914, -3.62101], [-0.97651, -1.07814, -4.21279], [0.14049, -1.65636, -3.59452], [0.53841, -1.26313, -2.29521], [1.62560, -1.84800, -1.67805], [1.33011, -2.48585, -0.42543], [4.52498, 0.03091, -3.64452], [3.43016, -0.72755, -2.50281], [4.74555, 0.38013, -1.93982], [5.31192, 2.80533, -2.82769], [5.66520, 4.85858, -1.61050], [3.89732, 5.58818, 0.15994], [1.91231, 4.25106, 0.44755], [1.00371, 1.62679, -1.99740], [1.56501, 2.50311, 1.11250], [0.06402, -1.97610, 3.71481], [1.68530, -1.24752, 5.45778], [2.86487, 0.90983, 5.21083], [4.35442, 2.19448, 4.16866], [3.03443, 3.00596, 5.10514], [3.91900, 3.83942, 3.75487], [-1.93673, 0.99733, -1.74393], [-2.55542, 0.37943, -4.07662], [-1.24271, -1.44212, -5.19818], [0.66485, -2.42504, -4.12177], [2.19862, -3.07056, -0.12624], [0.45058, -3.11397, -0.50052], [1.21435, -1.73168, 0.40881], [-2.87431, 1.55843, 1.16233]], "mulliken_spin": [3.023, 0.002, -0.020, 0.000, 0.000, 0.005, 0.007, 0.007, 0.011, 0.031, 0.005, -0.007, 0.002, 0.031, 0.022, 0.000, 0.000, 0.000, 0.000, -0.020, 0.000, -0.006, 0.000, 0.000, 0.001, 0.000, 0.000, 0.000, -0.001, 0.001, -0.001, 0.117, -0.025, 0.075, -0.164, -0.001, -0.004, 0.021, 0.014, 0.000, 0.001, -0.011, -0.016, -0.032, 0.020, 0.006, 0.011, -0.119, 0.001, 0.048, 0.000, 0.000, 0.000, 0.000, 0.000, 0.000, 0.000, -0.001, -0.004, 0.017, -0.001, 0.003, 0.000, 0.000, 0.000, -0.013, -0.001, 0.001, 0.000, 0.002, 0.000, -0.024, -0.011], "multiplicity": 4, "total_charge": 0, "orbital_gap_ev": [6.609, 7.447], "homo_ev": [-6.56, -7.41], "fmax_ev_per_a": 2.88, "lumo_ev": [0.0450, 0.0404]}